# 1
ORCA calculation (ωB97M-V/def2-TZVPD) on a molecular structure, C14H39CdO14 at a distorted geometry.

As for the HOMO energy: -12.0 eV. For the orbital gap, the calculation gives 6.79 eV.

The geometry in ORCA input format:
```
! RIJCOSX wB97M-V def2-TZVPD def2/J DEFGRID3
* xyz 1 1
Cd 1.71 1.99 0.22
C -1.27 -0.66 -0.05
C -0.28 0.39 0.24
O -0.41 1.60 -0.16
O 0.81 0.17 0.86
H -2.28 -0.42 0.30
H -1.04 -1.66 0.32
H -1.43 -0.88 -1.11
C 0.26 6.25 -0.46
C -0.08 4.75 -0.37
O 1.11 3.99 -0.78
O 0.72 6.43 -1.79
H 1.11 6.47 0.19
H -0.64 6.77 -0.12
H -0.88 4.56 -1.08
H -0.34 4.52 0.66
H 1.23 4.54 -1.59
H 1.51 6.98 -1.82
C 0.74 -3.70 0.05
C 2.00 -4.52 -0.07
O 2.93 -4.11 0.93
O 0.01 -4.00 1.21
H 0.08 -3.64 -0.82
H 1.14 -2.68 0.20
H 2.44 -4.58 -1.06
H 1.77 -5.55 0.22
H 2.65 -3.25 1.27
H 0.51 -3.77 2.00
C 2.12 0.50 -2.75
C 1.00 1.33 -3.34
O 1.48 2.58 -3.80
O 2.53 1.00 -1.43
H 2.99 0.46 -3.40
H 1.75 -0.52 -2.64
H 0.20 1.30 -2.58
H 0.59 0.76 -4.18
H 0.72 2.96 -4.26
H 3.49 0.92 -1.46
C 1.01 -2.66 4.14
C 1.28 -1.66 5.23
O 0.77 -0.37 4.86
O 1.78 -2.38 3.00
H -0.07 -2.52 3.96
H 1.04 -3.67 4.55
H 2.33 -1.55 5.52
H 0.82 -1.95 6.19
H 1.29 0.30 5.29
H 1.53 -1.53 2.62
C -1.97 -3.20 -3.58
C -3.05 -3.49 -4.62
O -3.44 -2.34 -5.35
O -0.77 -3.93 -3.98
H -2.18 -3.59 -2.58
H -1.76 -2.13 -3.48
H -3.92 -3.77 -3.99
H -2.84 -4.39 -5.20
H -4.09 -1.85 -4.83
H -0.73 -4.70 -3.40
C -2.58 2.16 2.62
C -1.36 2.14 3.49
O -0.89 3.45 3.74
O -2.44 2.84 1.37
H -3.29 2.83 3.12
H -3.13 1.24 2.39
H -0.60 1.47 3.06
H -1.71 1.67 4.42
H -0.34 3.68 2.99
H -1.64 2.64 0.86
*
```

These are the Mulliken partial charges, in e, on atoms 1 to 2: atom 1 (Cd): 1.65, atom 2 (C): -1.08

# 2
ORCA calculation (ωB97M-V/def2-TZVPD) on a molecular structure, C19H14N4O5V.

As for the HOMO energy (spin up / spin down): -7.1 / -8.6 eV. For the orbital gap (spin up / spin down), the calculation gives 6.87 / 8.32 eV.

The geometry in ORCA input format:
```
! RIJCOSX wB97M-V def2-TZVPD def2/J DEFGRID3
* xyz 0 4
V 0.34 0.82 -0.48
O 2.10 -1.53 2.45
C 1.72 -0.62 1.71
N 0.52 -0.48 1.11
C -0.23 -1.70 0.97
C -0.05 -2.15 -0.48
C -0.26 -3.47 -0.88
C -0.06 -3.81 -2.21
C 0.33 -2.82 -3.10
C 0.50 -1.54 -2.63
N 0.32 -1.20 -1.34
C 2.70 0.46 1.32
C 3.84 0.70 2.05
C 4.72 1.67 1.60
C 4.43 2.36 0.44
C 3.27 2.05 -0.24
N 2.42 1.11 0.18
H 0.12 -2.48 1.65
H -1.29 -1.56 1.17
H -0.55 -4.21 -0.15
H -0.20 -4.83 -2.54
H 0.50 -3.03 -4.15
H 0.79 -0.74 -3.30
H 4.01 0.12 2.95
H 5.63 1.90 2.16
H 5.08 3.13 0.06
H 2.98 2.59 -1.14
O -3.86 -1.64 -0.94
C -3.03 -0.65 -1.32
O -2.43 -0.66 -2.36
C -2.95 0.44 -0.29
C -4.05 0.75 0.48
C -3.99 1.85 1.33
C -2.84 2.60 1.37
C -1.78 2.22 0.56
N -1.82 1.15 -0.24
C -0.49 3.05 0.55
O -0.31 3.80 1.49
O 0.26 2.86 -0.49
H -3.88 -2.28 -1.67
H -4.94 0.14 0.40
H -4.85 2.12 1.94
H -2.71 3.46 2.01
*
```

These are the Mulliken partial charges, in e, on atoms 1 to 2: atom 1 (V): 0.23, atom 2 (O): -0.76